{"formula": "C5H12N2O", "method": "ωB97M-V/def2-TZVPD", "elements": ["H", "C", "C", "H", "H", "O", "H", "N", "H", "H", "H", "H", "H", "H", "C", "C", "H", "H", "C", "N"], "coordinates": [[0.006, 0.502, 1.011], [0.184, -0.547, 0.801], [0.064, 0.281, -1.476], [1.241, 3.471, -1.209], [-0.488, -1.320, 2.668], [-0.385, 3.104, -0.152], [-2.741, -0.079, 1.179], [0.860, 1.493, -1.334], [-3.187, 0.001, 1.756], [1.317, -1.357, 2.475], [-0.537, -2.743, -1.081], [0.132, -0.103, -2.493], [1.351, -0.616, 0.130], [1.754, 1.537, -1.779], [0.207, -0.984, -0.554], [0.494, 2.742, -0.884], [-0.992, 0.592, -1.423], [0.141, -2.438, 1.607], [0.358, -1.442, 1.986], [0.221, -2.091, -1.229]], "nbo_charge": [0.2492, -0.2621, -0.2929, 0.0932, 0.2320, -0.5929, -0.0112, -0.6351, 0.0118, 0.2323, 0.3673, 0.2320, 0.3114, 0.3926, 0.1850, 0.5411, 0.2233, 0.2296, -0.6543, -0.8523], "lumo_ev": 0.64, "spin_multiplicity": 1, "energy_ev": -10402.9553, "e_above_lowest_kcal_mol": 126.1}